# 1
C32H30IrN4O6S | ωB97M-V with the def2-TZVPD basis set

Charge = 0
ΔE to the lowest compared entry with this formula, charge and spin = 83.8 kcal/mol
Maximum force = 3.5 eV/Å
Highest occupied orbital energy (alpha / beta) = -8.171 / -8.016 eV
DFT total energy = -65587.6554 eV
Multiplicity = 2

Last column: Löwdin spin population.
Geometry (Å):
Ir (-0.7026, -0.8855, 0.0605)  0.84
H (4.6414, 3.7151, -0.8113)  0.00
H (1.2164, 0.6811, 1.4799)  0.01
H (2.1177, -1.0343, -2.8975)  0.00
O (0.7595, -3.3065, 3.3117)  0.00
C (-3.1165, -1.2578, -2.8695)  0.00
C (1.8166, -1.3767, -1.9086)  0.02
H (4.2671, -4.0493, -0.1909)  0.00
H (3.4839, 1.8152, -1.9057)  0.00
C (-4.0448, -2.0770, 2.7590)  0.00
O (-0.2609, -2.6147, -1.4075)  0.13
H (-2.8927, -1.4106, -3.9245)  0.00
N (-1.9517, -1.7883, 1.6981)  0.00
H (-4.4751, 2.0495, 1.0138)  0.00
C (-3.8080, -0.6770, 0.6852)  0.00
N (1.2224, -0.4137, -1.1289)  0.03
C (-3.2286, 0.2015, -2.5402)  -0.02
C (4.0702, -0.8508, 0.8870)  0.00
C (-3.7051, 2.8712, -1.9093)  0.00
H (1.9735, 0.2211, 2.9987)  0.00
H (-0.1497, 2.8954, 0.0537)  0.00
C (2.9536, 2.4701, -1.2249)  0.00
N (-2.8630, -0.2721, -0.1732)  -0.05
H (5.6465, -2.0172, 0.0156)  0.00
O (-0.6569, 1.0944, -1.3544)  0.02
H (-3.8909, 3.9120, -1.6696)  0.00
C (3.5941, 3.5296, -0.6074)  0.00
C (-2.0866, -3.1190, 3.6499)  0.00
C (0.1109, -2.6502, 2.5139)  0.00
H (2.8494, 1.2559, 1.8525)  0.00
C (1.9552, -1.9714, 1.1533)  0.00
H (3.4332, 6.4485, 0.2701)  0.00
H (2.1587, -5.1193, -0.1666)  0.00
C (-3.5572, 2.4170, 0.5511)  0.00
H (-2.3596, -1.7579, -2.2708)  0.00
C (2.9056, 4.3800, 0.2563)  0.00
H (0.6841, -4.1727, 0.1144)  0.00
H (-2.7214, 2.0227, 1.1352)  0.00
C (2.1674, 0.4102, 1.9408)  0.01
C (-3.4957, 1.9670, -0.8795)  -0.02
C (-1.3674, -2.5341, 2.6251)  0.00
C (-3.6630, 2.4686, -3.2340)  -0.02
H (1.5593, -4.8599, 1.4796)  0.00
H (-3.8214, 3.1905, -4.0251)  0.00
C (1.5540, 4.1423, 0.4989)  0.00
O (-5.0001, -0.4183, 0.6385)  0.00
H (-4.0479, -3.3289, 4.5014)  0.00
H (-3.4351, 0.8164, -4.5755)  0.00
C (3.5962, 5.5589, 0.8821)  0.00
C (-3.4517, -2.8877, 3.7141)  0.00
C (1.6807, -4.4009, 0.4974)  0.00
H (3.2002, 5.7614, 1.8763)  0.00
O (1.1186, -3.4115, -3.0097)  0.03
S (0.7227, 0.9733, -1.8134)  0.01
C (0.7225, -2.6604, -2.1588)  0.02
H (4.6695, 5.3927, 0.9578)  0.00
H (-1.5557, -3.7260, 4.3691)  0.00
H (2.5952, -1.9365, -1.3832)  0.00
C (1.6081, 2.2568, -0.9721)  0.00
H (-3.5515, 3.5047, 0.6106)  0.00
C (2.7475, -0.8162, 1.2956)  0.00
C (-3.2084, 0.6283, -1.1976)  -0.01
H (4.6861, 0.0337, 1.0033)  0.00
C (4.6150, -2.0057, 0.3440)  0.00
C (0.9027, 3.0848, -0.1110)  0.00
C (-3.2537, -1.5526, 1.7525)  0.00
H (-4.0661, -1.7518, -2.6464)  0.00
C (3.8382, -3.1459, 0.2263)  0.00
H (-5.0987, -1.8385, 2.7590)  0.00
N (0.5946, -1.9029, 1.5103)  -0.01
O (0.9860, 1.0484, -3.2197)  0.00
C (2.5063, -3.1553, 0.6275)  0.00
H (1.0006, 4.8006, 1.1570)  0.00
C (-3.4434, 1.1359, -3.5401)  0.00

# 2
C3H7N2 | ωB97M-V with the def2-TZVPD basis set

Charge = +1
ΔE to the lowest compared entry with this formula, charge and spin = 83.6 kcal/mol
Maximum force = 4.2 eV/Å
Highest occupied orbital energy = -15.176 eV
DFT total energy = -6193.8869 eV

Last column: natural (NBO) charge in e.
Geometry (Å):
H (2.0712, -0.7248, 1.5252)  0.23
H (-1.2887, 0.4306, -2.2617)  0.23
N (-0.0934, 0.0086, 1.2799)  -0.59
H (-0.7309, 2.1598, -1.7492)  0.24
C (1.0879, -0.9814, 1.1681)  -0.02
H (1.3649, -1.1427, -1.0930)  0.46
H (-2.1352, 1.2929, -0.7261)  0.24
N (0.9793, -0.6498, -0.2245)  -0.60
H (0.8848, -1.9341, 1.5431)  0.23
C (-0.0354, 0.1787, -0.0207)  0.47
C (-1.3540, 1.2722, -1.5180)  -0.34
H (-0.7506, 0.0899, 2.0768)  0.46

# 3
C2H8NO2 | ωB97M-V with the def2-TZVPD basis set

Charge = +1
ΔE to the lowest compared entry with this formula, charge and spin = 13.3 kcal/mol
Maximum force = 3.0 eV/Å
Highest occupied orbital energy = -15.563 eV
DFT total energy = -7782.3821 eV

Last column: natural (NBO) charge in e.
Geometry (Å):
H (1.0867, 2.5308, -0.7370)  0.44
H (-0.2822, -2.3816, -0.9139)  0.27
O (-1.0850, 0.2556, -0.7125)  -0.67
C (-0.5578, -1.9955, 0.0936)  -0.76
H (-1.5773, -2.4242, 0.2453)  0.29
N (1.5071, 1.6539, -0.4573)  -0.85
H (2.3835, 1.7950, -0.0441)  0.44
H (0.9341, 1.2082, 0.2072)  0.45
H (-1.2287, 1.1509, -0.2826)  0.50
H (0.1095, -2.4464, 0.8539)  0.27
C (-0.4606, -0.5060, 0.2204)  0.82
H (1.6115, 1.1047, -1.3011)  0.44
O (0.1505, 0.1062, 1.1237)  -0.65